No. 1
This record from OMol25 describes a cluster of 2 separate species, C24H26N2O3 in total. The level of theory is ωB97M-V/def2-TZVPD.

XYZ file:
```
55
C24H26N2O3 ωB97M-V/def2-TZVPD
C -4.00 0.80 1.69
N -4.23 -0.26 0.69
C -5.47 -0.86 0.57
C -5.47 -1.64 -0.54
N -4.22 -1.54 -1.12
C -3.87 -2.16 -2.40
C -3.45 -0.68 -0.38
C -2.15 -0.17 -0.80
C -1.34 0.58 0.14
C -0.73 1.74 -0.21
C -0.12 2.64 0.72
C 0.11 3.98 0.37
C 0.63 4.87 1.28
C 0.94 4.45 2.56
C 0.73 3.14 2.93
C 0.20 2.24 2.03
O -1.80 -0.30 -1.98
H -2.98 1.16 1.69
H -4.66 1.64 1.47
H -4.24 0.42 2.68
H -6.30 -0.67 1.23
H -6.30 -2.19 -0.93
H -2.82 -2.00 -2.61
H -4.07 -3.23 -2.35
H -4.46 -1.72 -3.20
H -1.33 0.25 1.16
H -0.84 2.07 -1.23
H -0.16 4.31 -0.62
H 0.79 5.90 0.99
H 1.35 5.15 3.27
H 0.98 2.81 3.92
H 0.05 1.22 2.33
C -0.23 -4.69 -0.30
C 0.58 -3.53 -0.82
O 1.66 -3.19 0.03
C 2.46 -2.26 -0.61
C 3.45 -1.61 0.20
C 4.21 -0.52 -0.24
C 4.17 -0.07 -1.58
C 4.91 1.00 -1.99
C 5.71 1.69 -1.09
C 5.74 1.29 0.24
C 5.02 0.20 0.66
O 2.31 -1.98 -1.79
H -1.20 -4.78 -0.80
H 0.30 -5.64 -0.43
H -0.42 -4.58 0.77
H 1.00 -3.75 -1.82
H -0.02 -2.62 -0.93
H 3.57 -1.96 1.21
H 3.54 -0.59 -2.27
H 4.86 1.33 -3.02
H 6.28 2.54 -1.41
H 6.33 1.86 0.95
H 5.02 -0.09 1.70
```

- Energy relative to the best compared isomer or geometry (same formula, charge and spin): 136.67 kcal per mole
- Net charge: 0
- Highest occupied orbital energy: -0.14646 hartree

***

No. 2
This record from OMol25 describes a structure of composition C16H14BN7O4Tc. The level of theory is ωB97M-V/def2-TZVPD.

XYZ file:
```
43
C16H14BN7O4Tc ωB97M-V/def2-TZVPD
Tc 0.21 0.66 0.22
C 3.44 3.21 0.63
C 2.81 2.18 -0.02
N 1.62 1.94 0.58
N 1.47 2.82 1.61
C 2.56 3.59 1.65
B 0.23 2.71 2.54
N -1.02 2.85 1.64
C -2.10 3.62 1.72
C -3.00 3.25 0.73
C -2.39 2.22 0.05
N -1.19 1.98 0.62
N 0.20 1.25 3.07
C 0.15 0.76 4.31
C 0.10 -0.63 4.25
C 0.12 -0.93 2.91
N 0.18 0.21 2.18
H 4.39 3.65 0.39
H 3.12 1.61 -0.89
H 2.66 4.35 2.40
H 0.26 3.50 3.42
H -2.17 4.39 2.48
H -3.97 3.69 0.53
H -2.73 1.65 -0.80
H 0.17 1.42 5.16
H 0.06 -1.32 5.08
H 0.10 -1.89 2.42
O 0.01 2.87 -2.03
C -0.37 1.82 -2.43
O -0.13 0.68 -1.59
C -1.14 1.51 -3.64
C -1.51 0.21 -3.97
C -2.24 -0.02 -5.12
C -2.57 1.07 -5.92
C -2.20 2.37 -5.62
C -1.48 2.59 -4.46
N -3.36 0.81 -7.16
O -3.45 1.74 -7.93
O -3.72 -0.33 -7.34
H -1.23 -0.62 -3.34
H -2.55 -1.01 -5.41
H -2.48 3.17 -6.29
H -1.17 3.59 -4.19
```

- Net charge: +2
- 2S+1: 2
- Highest occupied orbital energy (alpha / beta): -0.56056 / -0.56055 hartree

***

No. 3
This record from OMol25 describes an isolated molecule of C8H12. The level of theory is ωB97M-V/def2-TZVPD.

XYZ file:
```
20
C8H12 ωB97M-V/def2-TZVPD
C 0.56 2.97 0.35
C 0.57 1.91 1.14
C 0.88 0.63 0.59
C -0.07 -0.29 0.37
C -1.45 -0.14 0.88
C 0.01 -1.45 -0.54
C 0.04 -2.63 0.00
C 0.45 -1.10 -2.02
H 0.89 3.13 -0.61
H 0.14 3.92 0.71
H 0.33 1.99 2.26
H 1.97 0.71 0.48
H -1.61 0.69 1.72
H -1.84 -1.19 1.39
H -2.05 0.16 0.05
H -0.40 -3.03 1.06
H 0.12 -3.40 -0.79
H -0.47 -1.32 -2.71
H 0.52 -0.08 -1.90
H 1.41 -1.49 -2.44
```

- SMILES: C=C/C=C(\C)C(=C)C
- Energy relative to the best compared isomer or geometry (same formula, charge and spin): 75.39 kcal per mole
- Net charge: 0
- Highest occupied orbital energy: -0.31735 hartree

***

> Which value of net charge does entry 1 give?

0